Molecular formula: C38H33Cl2FeIN6O2Sb
Method: DFT, ωB97M-V/def2-TZVPD

Computed properties:
Energy relative to the best compared isomer or geometry (same formula, charge and spin) (kcal per mole): 0.00
<S²>: 6.022
E_tot (a.u.): -4668.9498
Spin multiplicity: 5
Net charge: -1
Maximum force (eV/Å): 0.5
Gap between HOMO and LUMO (alpha / beta) (eV): 5.1 / 5.4

Element x y z (Å)
Fe 0.46 0.05 -0.06
C 1.73 -2.95 1.57
C 0.84 -2.37 2.62
C 0.60 -3.12 3.77
C -0.20 -2.62 4.77
C -0.74 -1.36 4.60
C -0.49 -0.67 3.42
N 0.28 -1.16 2.44
Sb -1.40 1.28 3.27
C -3.07 0.60 2.07
C -4.05 0.01 2.87
C -5.16 -0.54 2.26
C -5.23 -0.51 0.88
C -4.20 0.08 0.15
C -4.21 0.03 -1.35
N -3.16 0.67 0.75
C 0.17 2.34 2.25
C 0.72 3.25 3.14
C 1.80 4.02 2.75
C 2.28 3.85 1.47
C 1.69 2.92 0.62
C 2.26 2.78 -0.75
N 0.65 2.16 1.01
H 1.50 -4.00 1.40
H 2.77 -2.88 1.90
H 1.67 -2.40 0.63
H 1.06 -4.10 3.87
H -0.38 -3.19 5.68
H -1.36 -0.90 5.37
H -3.94 -0.02 3.95
H -5.95 -1.00 2.85
H -6.07 -0.96 0.36
H -4.85 -0.78 -1.70
H -3.20 -0.11 -1.71
H -4.59 0.97 -1.77
H 0.30 3.35 4.13
H 2.26 4.73 3.43
H 3.13 4.42 1.12
H 3.35 2.76 -0.70
H 1.97 3.64 -1.36
H 1.95 1.86 -1.22
C -2.52 -3.24 0.54
C -1.74 -3.26 -0.74
N -1.65 -4.39 -1.41
C -0.92 -4.41 -2.55
C -0.30 -3.30 -3.07
C 0.45 -3.45 -4.37
O -0.31 -2.99 -5.50
C -0.41 -2.07 -2.39
C 0.08 -0.86 -3.04
N 0.14 0.31 -2.53
C 0.61 1.33 -3.39
C 1.68 1.12 -4.27
C 2.14 2.13 -5.10
C 1.55 3.38 -5.08
C 0.51 3.62 -4.20
C 0.06 2.62 -3.35
I -1.47 3.10 -2.02
C -1.09 -2.04 -1.15
O -1.18 -1.01 -0.39
H -2.97 -4.22 0.70
H -3.30 -2.48 0.50
H -1.88 -2.99 1.38
H -0.83 -5.37 -3.04
H 0.73 -4.50 -4.50
H 1.37 -2.86 -4.36
H -1.23 -3.23 -5.33
H 0.34 -1.00 -4.09
H 2.19 0.17 -4.25
H 2.98 1.93 -5.76
H 1.91 4.17 -5.72
H 0.05 4.60 -4.15
Cl 3.63 -1.54 -2.41
C 4.39 -0.96 -0.94
C 5.75 -1.16 -0.80
C 6.40 -0.76 0.37
C 5.64 -0.17 1.38
C 4.28 0.02 1.22
Cl 3.39 0.73 2.55
C 3.52 -0.33 0.04
N 2.26 -0.13 -0.13
H 6.30 -1.63 -1.60
H 7.46 -0.91 0.49
H 6.10 0.13 2.31

Atom charges from the Mulliken analysis, given in e for atoms 1 to 6:
1 Fe 0.657
2 C -1.297
3 C 0.602
4 C -0.826
5 C -0.591
6 C -0.802